1.
Below is 5 unconnected molecules or ions with the total composition C30H73N6O10P in a non-equilibrium geometry, with properties calculated with the ωB97M-V functional and the def2-TZVPD basis.

Last columns: bonded neighbours and bond lengths (Å).
CARTESIAN COORDINATES (ANGSTROEM)
1 C 2.190 -2.493 3.131  C2 1.614, H24 1.145, H25 1.158, H26 1.147
2 C 1.130 -1.546 2.364  C1 1.614, O3 1.451, H27 1.155, H28 1.145
3 O 0.354 -0.845 3.370  C2 1.451, C4 1.451
4 C 0.509 0.595 3.281  O3 1.451, C5 1.630, H29 1.144, H30 1.148
5 C -0.896 1.292 3.725  C4 1.630, O6 1.449, H31 1.160, H32 1.150
6 O -1.952 0.688 2.938  C5 1.449, C7 1.447
7 C -3.087 1.571 2.775  O6 1.447, C8 1.630, H33 1.160, H34 1.143
8 C -4.340 0.986 3.638  C7 1.630, O9 1.467, H35 1.144, H36 1.148
9 O -5.577 1.329 2.931  C8 1.467, C10 1.458
10 C -6.583 1.367 3.986  O9 1.458, C11 1.601, H37 1.158, H38 1.161
11 C -8.071 1.614 3.452  C10 1.601, P12 1.926, O14 1.443, C18 1.606
12 P -9.101 1.414 5.067  C11 1.926, N13 1.608, H39 1.434, H40 1.446
13 N -9.353 2.832 5.783  P12 1.608, H41 1.033
14 O -8.145 2.870 2.744  C11 1.443, C15 1.442
15 C -9.311 2.772 1.901  O14 1.442, O16 1.251, O17 1.453
16 O -10.088 3.724 1.667  C15 1.251
17 O -9.403 1.404 1.419  C15 1.453, C18 1.451
18 C -8.752 0.584 2.424  C11 1.606, O17 1.451, C19 1.608, H42 1.147
19 C -7.869 -0.542 1.691  C18 1.608, C20 1.632, H43 1.142, H44 1.151
20 C -8.753 -1.913 1.730  C19 1.632, C21 1.621, H45 1.160, H46 1.149
21 C -8.408 -2.633 3.140  C20 1.621, C22 1.633, H47 1.161, H48 1.143
22 C -9.689 -2.701 4.151  C21 1.633, N23 1.512, H49 1.142, H50 1.147
23 N -9.397 -3.848 5.091  C22 1.512, H51 1.038, H52 1.033
24 H 2.016 -3.570 2.784  C1 1.145
25 H 2.061 -2.368 4.275  C1 1.158
26 H 3.287 -2.240 2.914  C1 1.147
27 H 0.419 -2.215 1.747  C2 1.155
28 H 1.674 -0.867 1.619  C2 1.145
29 H 0.759 0.984 2.235  C4 1.144
30 H 1.379 0.879 3.973  C4 1.148
31 H -0.809 2.435 3.548  C5 1.160
32 H -0.986 1.103 4.856  C5 1.150
33 H -3.437 1.500 1.671  C7 1.160
34 H -2.897 2.659 3.070  C7 1.143
35 H -4.206 -0.140 3.787  C8 1.144
36 H -4.275 1.480 4.672  C8 1.148
37 H -6.504 0.467 4.710  C10 1.158
38 H -6.313 2.291 4.634  C10 1.161
39 H -8.327 0.602 5.961  P12 1.434
40 H -10.396 0.822 4.821  P12 1.446
41 H -8.931 3.575 5.203  N13 1.033
42 H -9.469 -0.043 3.062  C18 1.147
43 H -6.848 -0.739 2.164  C19 1.142
44 H -7.675 -0.284 0.586  C19 1.151
45 H -9.885 -1.659 1.705  C20 1.160
46 H -8.550 -2.576 0.813  C20 1.149
47 H -7.616 -2.015 3.724  C21 1.161
48 H -7.959 -3.672 2.983  C21 1.143
49 H -10.672 -2.909 3.608  C22 1.142
50 H -9.783 -1.695 4.694  C22 1.147
51 H -8.455 -3.686 5.497  N23 1.038
52 H -10.091 -3.858 5.855  N23 1.033
53 C 5.026 -0.835 -3.107  O54 1.420, H59 1.094, H60 1.092, H61 1.093
54 O 5.616 -1.708 -2.155  C53 1.420, C55 1.423
55 C 6.199 -1.054 -1.033  O54 1.423, C56 1.544, H62 1.096, H63 1.097
56 C 5.189 -0.601 0.043  C55 1.544, C57 1.527, N58 1.469, H64 1.096
57 C 4.385 0.637 -0.346  C56 1.527, H65 1.092, H66 1.093, H67 1.094
58 N 4.259 -1.682 0.396  C56 1.469, H68 1.019, H69 1.021
59 H 5.579 0.103 -3.205  C53 1.094
60 H 3.985 -0.642 -2.841  C53 1.092
61 H 5.027 -1.342 -4.075  C53 1.093
62 H 6.866 -1.793 -0.578  C55 1.096
63 H 6.837 -0.223 -1.361  C55 1.097
64 H 5.766 -0.341 0.938  C56 1.096
65 H 3.575 0.412 -1.044  C57 1.092
66 H 3.924 1.082 0.539  C57 1.093
67 H 5.029 1.395 -0.803  C57 1.094
68 H 4.795 -2.466 0.764  N58 1.019
69 H 3.869 -2.043 -0.475  N58 1.021
70 C 8.720 -2.492 -8.226  O71 1.418, H76 1.094, H77 1.092, H78 1.093
71 O 7.470 -2.075 -8.752  C70 1.418, C72 1.424
72 C 6.409 -3.006 -8.565  O71 1.424, C73 1.544, H79 1.095, H80 1.097
73 C 5.791 -3.000 -7.151  C72 1.544, C74 1.527, N75 1.469, H81 1.096
74 C 6.662 -3.677 -6.093  C73 1.527, H82 1.092, H83 1.093, H84 1.094
75 N 5.477 -1.636 -6.706  C73 1.469, H85 1.019, H86 1.021
76 H 8.870 -3.571 -8.327  C70 1.094
77 H 8.808 -2.188 -7.182  C70 1.092
78 H 9.508 -1.980 -8.784  C70 1.093
79 H 5.629 -2.707 -9.273  C72 1.095
80 H 6.725 -4.014 -8.862  C72 1.097
81 H 4.854 -3.566 -7.205  C73 1.096
82 H 7.488 -3.045 -5.760  C74 1.092
83 H 6.066 -3.911 -5.207  C74 1.093
84 H 7.079 -4.614 -6.471  C74 1.094
85 H 4.806 -1.228 -7.354  N75 1.019
86 H 6.317 -1.072 -6.842  N75 1.021
87 C -5.795 5.110 1.595  O88 1.418, H93 1.093, H94 1.092, H95 1.093
88 O -5.389 5.116 0.236  C87 1.418, C89 1.424
89 C -6.463 5.117 -0.700  O88 1.424, C90 1.544, H96 1.095, H97 1.097
90 C -7.126 6.494 -0.914  C89 1.544, C91 1.527, N92 1.469, H98 1.096
91 C -8.037 6.926 0.234  C90 1.527, H99 1.092, H100 1.093, H101 1.094
92 N -6.126 7.544 -1.149  C90 1.469, H102 1.019, H103 1.020
93 H -6.703 4.523 1.752  C87 1.093
94 H -5.932 6.134 1.949  C87 1.092
95 H -4.989 4.666 2.186  C87 1.093
96 H -6.021 4.806 -1.652  C89 1.095
97 H -7.203 4.350 -0.438  C89 1.097
98 H -7.754 6.415 -1.809  C90 1.096
99 H -7.481 7.302 1.095  C91 1.092
100 H -8.698 7.733 -0.092  C91 1.093
101 H -8.665 6.095 0.569  C91 1.094
102 H -5.594 7.306 -1.985  N92 1.019
103 H -5.437 7.478 -0.399  N92 1.020
104 C 9.271 -1.784 -2.605  O105 1.418, H110 1.094, H111 1.092, H112 1.093
105 O 10.550 -1.903 -3.206  C104 1.418, C106 1.424
106 C 11.621 -1.384 -2.424  O105 1.424, C107 1.544, H113 1.095, H114 1.097
107 C 12.095 -2.315 -1.287  C106 1.544, C108 1.527, N109 1.469, H115 1.096
108 C 11.150 -2.355 -0.088  C107 1.527, H116 1.092, H117 1.093, H118 1.094
109 N 12.312 -3.686 -1.768  C107 1.469, H119 1.019, H120 1.020
110 H 9.173 -0.863 -2.022  C104 1.094
111 H 9.068 -2.657 -1.981  C104 1.092
112 H 8.522 -1.772 -3.401  C104 1.093
113 H 12.456 -1.255 -3.122  C106 1.095
114 H 11.375 -0.383 -2.049  C106 1.097
115 H 13.053 -1.924 -0.928  C107 1.096
116 H 10.271 -2.979 -0.264  C108 1.092
117 H 11.663 -2.770 0.783  C108 1.093
118 H 10.808 -1.349 0.174  C108 1.094
119 H 13.029 -3.668 -2.491  N109 1.019
120 H 11.470 -3.968 -2.270  N109 1.020

## Properties
E	-2608.7941	hartree
orbital gap	8.926	eV
total charge	0
spin multiplicity	1

=====

2.
Below is 8 unconnected molecules or ions with the total composition C30H74N2O8 in a non-equilibrium geometry, with properties calculated with the ωB97M-V functional and the def2-TZVPD basis.

Last columns: bonded neighbours and bond lengths (Å).
CARTESIAN COORDINATES (ANGSTROEM)
1 C 1.582 5.712 7.081  C2 1.527, H12 1.090, H13 1.090, H14 1.090
2 C 0.933 4.909 5.957  C1 1.527, C3 1.511, C4 1.627, N10 1.496
3 C 1.047 3.442 6.300  C2 1.511, H15 1.090, H16 1.090, H17 1.090
4 C -0.661 5.237 5.946  C2 1.627, C5 1.451, H18 1.090, H19 1.090
5 C -1.003 6.323 5.045  C4 1.451, C6 1.550, H20 1.090, H21 1.090
6 C -0.197 6.396 3.724  C5 1.550, C7 1.559, H22 1.090, H23 1.090
7 C 1.358 6.326 3.806  C6 1.559, C8 1.576, C9 1.504, N10 1.479
8 C 1.931 6.122 2.353  C7 1.576, H24 1.090, H25 1.090, H26 1.090
9 C 2.036 7.536 4.389  C7 1.504, H27 1.090, H28 1.090, H29 1.090
10 N 1.624 5.141 4.651  C2 1.496, C7 1.479, O11 1.390
11 O 2.937 4.699 4.540  N10 1.390, H30 0.960
12 H 1.171 5.566 8.080  C1 1.090
13 H 2.628 5.415 7.162  C1 1.090
14 H 1.447 6.793 7.032  C1 1.090
15 H 2.058 3.080 6.110  C3 1.090
16 H 0.890 3.215 7.354  C3 1.090
17 H 0.288 2.834 5.808  C3 1.090
18 H -1.350 4.400 5.830  C4 1.090
19 H -0.786 5.548 6.983  C4 1.090
20 H -2.062 6.324 4.784  C5 1.090
21 H -0.814 7.219 5.635  C5 1.090
22 H -0.481 7.217 3.066  C6 1.090
23 H -0.414 5.496 3.148  C6 1.090
24 H 1.600 6.798 1.565  C8 1.090
25 H 1.708 5.101 2.044  C8 1.090
26 H 3.018 6.074 2.285  C8 1.090
27 H 1.620 7.955 5.305  C9 1.090
28 H 1.716 8.370 3.764  C9 1.090
29 H 3.116 7.502 4.538  C9 1.090
30 H 3.349 5.481 4.916  O11 0.960
31 C 3.430 -1.939 -9.736  C32 1.586, H42 1.090, H43 1.090, H44 1.090
32 C 2.379 -2.961 -9.129  C31 1.586, C33 1.559, C34 1.526, N40 1.512
33 C 2.576 -4.342 -9.825  C32 1.559, H45 1.090, H46 1.090, H47 1.090
34 C 2.800 -3.153 -7.675  C32 1.526, C35 1.509, H48 1.090, H49 1.090
35 C 2.541 -1.966 -6.779  C34 1.509, C36 1.540, H50 1.090, H51 1.090
36 C 1.019 -1.740 -6.820  C35 1.540, C37 1.576, H52 1.090, H53 1.090
37 C 0.477 -1.388 -8.258  C36 1.576, C38 1.568, C39 1.595, N40 1.488
38 C -1.091 -1.334 -8.240  C37 1.568, H54 1.090, H55 1.090, H56 1.090
39 C 1.047 0.016 -8.756  C37 1.595, H57 1.090, H58 1.090, H59 1.090
40 N 0.977 -2.403 -9.225  C32 1.512, C37 1.488, O41 1.434
41 O 0.320 -2.489 -10.497  N40 1.434, H60 0.960
42 H 3.631 -0.975 -9.269  C31 1.090
43 H 4.361 -2.471 -9.932  C31 1.090
44 H 3.073 -1.660 -10.727  C31 1.090
45 H 3.400 -4.922 -9.410  C33 1.090
46 H 1.757 -4.912 -9.386  C33 1.090
47 H 2.590 -4.328 -10.915  C33 1.090
48 H 2.186 -3.993 -7.351  C34 1.090
49 H 3.792 -3.543 -7.447  C34 1.090
50 H 3.008 -2.259 -5.838  C35 1.090
51 H 2.881 -0.956 -7.005  C35 1.090
52 H 0.704 -0.955 -6.134  C36 1.090
53 H 0.526 -2.631 -6.432  C36 1.090
54 H -1.418 -2.358 -8.057  C38 1.090
55 H -1.410 -1.160 -9.268  C38 1.090
56 H -1.518 -0.632 -7.525  C38 1.090
57 H 2.054 0.155 -8.362  C39 1.090
58 H 0.479 0.788 -8.235  C39 1.090
59 H 0.925 0.124 -9.833  C39 1.090
60 H -0.351 -3.164 -10.370  O41 0.960
61 C 0.714 -0.933 1.568  C62 1.584, H65 1.090, H66 1.090, H67 1.090
62 C 0.235 -0.239 0.226  C61 1.584, C63 1.535, O64 1.435, H68 1.090
63 C -0.672 0.999 0.227  C62 1.535, H69 1.090, H70 1.090, H71 1.090
64 O 1.327 0.156 -0.617  C62 1.435, H72 0.960
65 H 1.351 -1.810 1.454  C61 1.090
66 H -0.115 -1.241 2.204  C61 1.090
67 H 1.193 -0.184 2.198  C61 1.090
68 H -0.209 -1.076 -0.312  C62 1.090
69 H -1.688 0.617 0.128  C63 1.090
70 H -0.499 1.860 -0.420  C63 1.090
71 H -0.634 1.285 1.278  C63 1.090
72 H 2.086 0.167 -0.030  O64 0.960
73 C 3.430 -4.806 8.840  C74 1.520, H77 1.090, H78 1.090, H79 1.090
74 C 3.239 -5.574 7.543  C73 1.520, C75 1.490, O76 1.476, H80 1.090
75 C 2.302 -4.900 6.600  C74 1.490, H81 1.090, H82 1.090, H83 1.090
76 O 4.578 -5.588 6.922  C74 1.476, H84 0.960
77 H 3.962 -5.361 9.613  C73 1.090
78 H 2.415 -4.580 9.166  C73 1.090
79 H 4.026 -3.896 8.763  C73 1.090
80 H 2.860 -6.594 7.599  C74 1.090
81 H 1.979 -5.587 5.818  C75 1.090
82 H 2.710 -4.008 6.125  C75 1.090
83 H 1.483 -4.616 7.261  C75 1.090
84 H 4.871 -6.480 7.121  O76 0.960
85 C -6.863 -1.248 -3.861  C86 1.549, H89 1.090, H90 1.090, H91 1.090
86 C -7.869 -0.570 -2.896  C85 1.549, C87 1.530, O88 1.434, H92 1.090
87 C -7.344 0.649 -2.133  C86 1.530, H93 1.090, H94 1.090, H95 1.090
88 O -8.992 -0.107 -3.658  C86 1.434, H96 0.960
89 H -6.786 -2.257 -3.455  C85 1.090
90 H -5.859 -0.829 -3.930  C85 1.090
91 H -7.446 -1.405 -4.769  C85 1.090
92 H -8.146 -1.397 -2.242  C86 1.090
93 H -7.148 0.278 -1.127  C87 1.090
94 H -8.100 1.429 -2.047  C87 1.090
95 H -6.439 1.026 -2.609  C87 1.090
96 H -8.730 0.696 -4.115  O88 0.960
97 C -4.237 -5.309 4.606  C98 1.540, H101 1.090, H102 1.090, H103 1.090
98 C -4.645 -3.824 4.626  C97 1.540, C99 1.641, O100 1.469, H104 1.090
99 C -5.198 -3.236 3.197  C98 1.641, H105 1.090, H106 1.090, H107 1.090
100 O -5.833 -3.658 5.473  C98 1.469, H108 0.960
101 H -5.010 -6.012 4.297  C97 1.090
102 H -3.981 -5.724 5.581  C97 1.090
103 H -3.440 -5.497 3.886  C97 1.090
104 H -3.761 -3.339 5.039  C98 1.090
105 H -5.865 -3.896 2.642  C99 1.090
106 H -4.238 -3.135 2.691  C99 1.090
107 H -5.706 -2.301 3.431  C99 1.090
108 H -6.135 -4.520 5.768  O100 0.960
109 O 3.820 3.103 -4.416  H110 0.957, H111 0.957
110 H 3.069 2.777 -3.919  O109 0.957
111 H 3.436 3.509 -5.193  O109 0.957
112 O 6.338 -0.268 2.050  H113 0.957, H114 0.957
113 H 6.610 -0.026 2.935  O112 0.957
114 H 6.122 -1.198 2.110  O112 0.957

## Properties
E	-1898.5624	hartree
orbital gap	8.112	eV
total charge	0
ΔE to the lowest compared entry with this formula, charge and spin	120.6	kcal per mole
spin multiplicity	1